Record 1
The following is a DFT calculation (ωB97M-V/def2-TZVPD) of a cluster of 2 separate species, C4H13FN3O2 in total.

```
! RIJCOSX wB97M-V def2-TZVPD def2/J DEFGRID3
* xyz 1 1
C 0.42 -0.95 2.21
C -1.50 2.38 -0.41
C 1.74 0.14 -1.80
C 0.03 -1.04 -0.21
N -0.97 -1.91 -0.19
N 0.66 -0.81 -1.43
N 0.71 -0.59 0.84
O 2.87 -0.63 -1.58
O -1.04 1.23 0.25
F -0.17 -1.16 -2.47
H 1.36 -1.04 2.74
H -0.18 -0.19 2.85
H -0.09 -1.99 2.27
H -2.60 2.72 -0.21
H -1.34 2.15 -1.48
H -0.95 3.34 -0.22
H 1.77 1.02 -1.21
H 1.47 0.42 -2.82
H -1.58 -2.03 -0.94
H -1.42 -1.85 0.80
H 1.60 -0.13 0.57
H -0.54 1.57 1.02
H 3.01 -1.15 -2.37
*
```

- Total energy: -574.465413 Eh
- Orbital gap: 11.22 eV
- Relative energy (zero: lowest compared OMol25 entry of this formula, charge and spin): 0.00 kJ/mol
- E_HOMO: -14.052 eV


Record 2
The following is a DFT calculation (ωB97M-V/def2-TZVPD) of the molecule C30H37N5O4.

```
! RIJCOSX wB97M-V def2-TZVPD def2/J DEFGRID3
* xyz 0 1
C 4.78 2.73 -1.24
H 5.28 2.53 -2.19
H 3.70 2.69 -1.39
H 5.05 3.74 -0.94
C 5.19 1.74 -0.15
N 4.53 0.45 -0.30
C 4.68 -0.19 -1.59
H 4.79 0.57 -2.37
C 3.45 -1.03 -1.93
C 2.20 -0.15 -1.94
N 1.02 -0.96 -2.05
C -0.24 -0.54 -1.87
C -0.53 0.82 -1.64
C -1.81 1.27 -1.45
C -2.90 0.40 -1.48
C -2.65 -0.93 -1.72
C -1.35 -1.42 -1.91
N -1.22 -2.81 -2.09
O -2.23 -3.50 -2.07
O -0.10 -3.30 -2.25
H -3.45 -1.65 -1.76
C -4.32 0.81 -1.14
N -4.59 0.28 0.20
C -4.15 0.78 1.37
O -3.88 1.95 1.57
C -4.07 -0.28 2.47
C -3.32 -1.49 1.99
C -3.99 -2.67 1.79
C -3.33 -3.82 1.32
C -1.99 -3.78 1.05
C -1.27 -2.58 1.23
C 0.12 -2.53 0.96
C 0.82 -1.36 1.12
C 0.15 -0.20 1.54
C -1.18 -0.22 1.82
C -1.93 -1.41 1.69
H -1.67 0.68 2.15
H 0.71 0.72 1.65
H 1.88 -1.33 0.92
H 0.61 -3.42 0.62
H -1.48 -4.65 0.69
H -3.89 -4.73 1.17
H -5.05 -2.73 2.01
H -3.59 0.17 3.34
H -5.09 -0.55 2.75
H -4.73 -0.73 0.20
C -4.59 2.31 -1.24
C -6.05 2.59 -0.91
O -6.96 2.38 -1.69
N -6.24 3.09 0.32
H -5.48 3.10 0.99
H -7.18 3.24 0.66
H -4.40 2.62 -2.27
H -3.95 2.87 -0.56
H -5.02 0.30 -1.81
H -1.97 2.32 -1.26
H 0.28 1.53 -1.62
H 1.13 -1.96 -2.20
H 2.25 0.56 -2.77
H 2.19 0.42 -1.00
H 3.32 -1.82 -1.20
H 3.58 -1.50 -2.91
H 5.58 -0.83 -1.63
C 4.94 -0.46 0.77
C 4.52 0.07 2.13
C 5.16 1.42 2.37
C 4.79 2.34 1.21
H 5.28 3.31 1.33
H 3.71 2.50 1.21
H 4.83 1.85 3.31
H 6.25 1.31 2.41
H 3.43 0.17 2.16
H 4.81 -0.65 2.91
H 4.47 -1.43 0.59
H 6.04 -0.61 0.76
H 6.29 1.63 -0.17
*
```

- Total energy: -1740.123348 Eh
- Orbital gap: 7.70 eV
- Relative energy (zero: lowest compared OMol25 entry of this formula, charge and spin): 7.80 kJ/mol
- SMILES: C[C@H]1CCCCN1CCCNc1ccc([C@H](CC(N)=O)NC(=O)Cc2cccc3ccccc23)cc1[N+](=O)[O-]
- E_HOMO: -8.142 eV


Record 3
The following is a DFT calculation (ωB97M-V/def2-TZVPD) of the ion C3H9N4 with charge +1.

```
! RIJCOSX wB97M-V def2-TZVPD def2/J DEFGRID3
* xyz 1 1
C -0.12 -1.60 1.19
C -0.81 2.32 -0.30
C 0.72 0.26 -1.53
N -0.52 1.15 0.40
N 0.57 -0.81 0.46
N 0.36 -2.72 1.70
N 0.17 0.25 -0.13
H -1.18 -1.46 1.24
H -1.86 2.82 0.01
H -0.10 3.11 -0.10
H -0.86 2.26 -1.36
H 0.49 1.15 -1.96
H 0.33 -0.57 -1.97
H 1.71 0.19 -1.47
H -0.19 -3.30 2.24
H 1.30 -3.06 1.57
*
```

- Total energy: -338.376342 Eh
- Orbital gap: 9.64 eV
- Relative energy (zero: lowest compared OMol25 entry of this formula, charge and spin): 379.40 kJ/mol
- SMILES: C/N=[N+](C)/N=C/N
- E_HOMO: -14.385 eV


Record 4
The following is a DFT calculation (ωB97M-V/def2-TZVPD) of a structure of composition C24H30N4O2.

```
! RIJCOSX wB97M-V def2-TZVPD def2/J DEFGRID3
* xyz 0 1
C 6.61 2.84 2.16
C 5.93 2.20 0.96
C 5.94 0.93 0.74
C 5.12 0.22 -0.30
C 4.35 0.88 -1.28
C 4.26 2.34 -0.89
C 4.94 2.88 0.25
H 5.00 4.10 0.10
H 3.69 3.07 -1.71
H 3.78 0.58 -1.95
O 5.08 -0.91 -0.33
C 4.46 -1.66 -1.56
C 3.04 -1.93 -1.57
O 2.42 -1.78 -2.46
N 2.50 -1.65 -0.34
C 1.10 -1.61 0.33
C 0.15 -1.87 -0.63
C -1.20 -1.68 -0.08
N -2.27 -1.61 -0.85
C -3.31 -1.54 0.26
N -2.79 -1.43 1.30
C -1.50 -1.34 1.38
C -0.32 -1.19 2.16
C 0.89 -1.32 1.75
H 1.81 -1.10 1.99
H -0.38 -1.12 3.15
C -3.42 -1.41 2.63
H -2.75 -1.37 3.42
H -4.42 -1.87 2.76
H -3.67 -0.21 2.83
C -4.73 -1.51 -0.19
H -5.24 -2.46 0.28
H -4.81 -1.78 -1.18
C -5.47 -0.42 0.20
N -4.57 0.77 0.14
C -4.05 1.36 -1.17
C -5.13 1.86 -2.23
C -5.65 3.13 -1.09
C -6.15 2.81 0.06
C -5.14 2.16 0.90
H -5.29 1.68 1.97
H -4.30 2.77 1.15
H -6.51 3.62 0.62
H -7.07 1.98 0.01
H -6.56 3.64 -2.00
H -4.67 3.76 -1.29
H -4.65 1.99 -2.99
H -5.86 1.03 -2.19
H -3.72 0.33 -1.79
H -3.36 1.89 -1.05
H -5.77 -0.29 1.21
H -6.31 -0.15 -0.47
H 0.47 -1.79 -1.84
H 3.26 -1.62 0.63
H 5.03 -1.39 -2.29
H 4.94 -2.70 -1.19
H 6.32 0.13 1.35
H 7.24 3.51 1.73
H 7.07 2.18 2.71
H 6.04 3.42 3.00
*
```

- Total energy: -1301.215584 Eh
- Orbital gap: 7.97 eV
- Relative energy (zero: lowest compared OMol25 entry of this formula, charge and spin): 2322.28 kJ/mol
- E_HOMO: -7.497 eV


Record 5
The following is a DFT calculation (ωB97M-V/def2-TZVPD) of the molecule C5H8O2.

```
! RIJCOSX wB97M-V def2-TZVPD def2/J DEFGRID3
* xyz 0 1
O 1.65 0.59 -0.16
C 1.47 -0.87 0.12
C 0.09 -0.72 0.60
C -0.43 1.12 -0.36
C -1.73 0.38 -0.29
C -1.05 -0.98 -0.28
O -1.17 -1.87 -1.10
H 2.49 1.05 -0.28
H 2.24 -1.21 0.82
H 1.50 -1.49 -0.80
H -0.05 -0.45 1.65
H -0.28 2.02 0.25
H -0.07 1.32 -1.38
H -2.38 0.52 -1.14
H -2.22 0.60 0.66
*
```

- Total energy: -345.639890 Eh
- Orbital gap: 9.08 eV
- Relative energy (zero: lowest compared OMol25 entry of this formula, charge and spin): 433.38 kJ/mol
- E_HOMO: -8.543 eV


Record 6
The following is a DFT calculation (ωB97M-V/def2-TZVPD) of a cluster of 7 separate species, C9H32O9 in total.

```
! RIJCOSX wB97M-V def2-TZVPD def2/J DEFGRID3
* xyz 0 1
C 2.99 0.37 -3.81
O 4.15 0.10 -3.06
H 2.21 0.88 -3.25
H 3.43 1.08 -4.52
H 2.53 -0.51 -4.26
H 4.84 0.73 -3.26
C 0.74 3.69 -2.98
O 0.13 2.87 -4.05
H 0.22 4.60 -2.67
H 0.91 3.06 -2.10
H 1.77 3.99 -3.18
H -0.44 2.23 -3.62
C -0.50 -1.36 -3.86
O -0.82 -0.15 -3.32
H -1.36 -2.02 -3.79
H -0.10 -1.29 -4.87
H 0.26 -1.87 -3.27
H -1.29 -0.23 -2.49
C 1.22 -0.33 -0.50
O 0.16 -0.24 0.44
H 2.21 -0.25 -0.04
H 1.11 -1.20 -1.14
H 1.18 0.63 -1.01
H 0.30 -1.02 0.98
C 1.20 -2.98 2.15
O 1.43 -1.64 2.45
H 0.15 -3.24 2.08
H 1.65 -3.31 1.21
H 1.67 -3.73 2.78
H 2.39 -1.54 2.49
C -0.20 -1.43 5.36
C -1.28 -1.80 4.36
O -1.58 -3.19 4.19
O -0.80 -1.48 6.64
H 0.32 -0.50 5.13
H 0.63 -2.13 5.25
H -1.02 -1.35 3.40
H -2.25 -1.40 4.66
H -2.24 -3.42 4.85
H -0.07 -1.67 7.24
C -2.10 1.87 -0.68
C -3.14 2.33 0.30
O -2.76 3.65 0.72
O -2.24 0.49 -1.00
H -1.10 1.94 -0.25
H -2.18 2.61 -1.48
H -3.03 1.67 1.17
H -4.14 2.31 -0.13
H -3.56 4.01 1.10
H -1.58 0.16 -0.39
*
```

- Total energy: -1039.088279 Eh
- Orbital gap: 10.24 eV
- Relative energy (zero: lowest compared OMol25 entry of this formula, charge and spin): 174.76 kJ/mol
- SMILES: OCCO.OCCO.CO.CO.CO.CO.CO
- E_HOMO: -9.860 eV


Record 7
The following is a DFT calculation (ωB97M-V/def2-TZVPD) of a structure of composition C6H21CoO6.

```
! RIJCOSX wB97M-V def2-TZVPD def2/J DEFGRID3
* xyz -1 4
Co 0.61 -0.42 -1.01
O 1.63 -1.78 -0.01
H 2.53 -1.61 0.25
O -0.70 0.98 -1.52
H -0.84 1.75 -0.97
O 0.78 -0.81 -3.03
H 1.24 -1.47 -3.54
C -3.30 -2.03 -0.17
C -1.92 -2.72 -0.01
O -0.89 -2.08 -0.72
H -3.79 -2.16 0.80
H -3.88 -2.52 -0.95
H -3.16 -0.97 -0.35
H -2.06 -3.74 -0.38
H -1.66 -2.87 1.04
H -0.03 -2.46 -0.43
C -0.51 0.08 3.56
C -0.65 -0.35 2.09
O 0.05 0.51 1.20
H -0.95 1.07 3.73
H 0.53 0.08 3.89
H -1.13 -0.62 4.12
H -1.71 -0.44 1.85
H -0.14 -1.31 2.01
H -0.28 1.39 1.39
C 1.88 3.58 -1.57
C 2.58 2.21 -1.69
O 2.07 1.33 -0.70
H 0.85 3.45 -1.88
H 2.35 4.32 -2.23
H 2.04 3.98 -0.56
H 3.67 2.36 -1.69
H 2.31 1.73 -2.63
H 2.48 1.56 0.14
*
```

- Total energy: -2075.381232 Eh
- Orbital gap (alpha / beta): 6.36 / 6.23 eV
- Relative energy (zero: lowest compared OMol25 entry of this formula, charge and spin): 26.80 kJ/mol
- E_HOMO (alpha / beta): -3.334 / -3.204 eV
- Expectation value of S²: 3.7556


Record 8
The following is a DFT calculation (ωB97M-V/def2-TZVPD) of a structure of composition CHN2P.

```
! RIJCOSX wB97M-V def2-TZVPD def2/J DEFGRID3
* xyz 0 3
C -1.47 -0.18 0.26
N -2.50 0.16 -0.06
N 0.41 -0.68 0.04
P 1.14 0.71 0.07
H 2.42 -0.01 -0.31
*
```

- Total energy: -489.298179 Eh
- Orbital gap (alpha / beta): 6.56 / 7.10 eV
- Relative energy (zero: lowest compared OMol25 entry of this formula, charge and spin): 61.84 kJ/mol
- E_HOMO (alpha / beta): -8.471 / -11.299 eV
- Expectation value of S²: 2.0452


Record 9
The following is a DFT calculation (ωB97M-V/def2-TZVPD) of the molecule C17H23N3O3.

```
! RIJCOSX wB97M-V def2-TZVPD def2/J DEFGRID3
* xyz 0 1
C -6.11 -0.76 -1.77
C -6.09 -0.61 -0.26
H -6.90 0.03 0.09
H -6.17 -1.60 0.22
O -4.89 0.02 0.19
C -3.81 -0.78 0.31
O -3.83 -1.97 0.08
N -2.73 -0.11 0.76
C -2.64 1.32 0.90
H -3.63 1.75 0.80
C -1.69 1.89 -0.16
N -0.39 1.26 -0.02
C 0.67 1.88 -0.79
H 0.35 2.85 -1.17
H 0.98 1.26 -1.64
C 1.90 2.13 0.11
C 2.49 0.85 0.60
C 2.36 0.33 1.86
N 3.00 -0.88 1.93
C 3.56 -1.16 0.72
C 4.31 -2.25 0.30
C 4.75 -2.26 -1.01
C 4.46 -1.20 -1.88
C 3.73 -0.12 -1.47
C 3.26 -0.09 -0.15
H 3.51 0.70 -2.14
H 4.83 -1.25 -2.89
H 5.33 -3.09 -1.37
H 4.53 -3.07 0.97
H 3.05 -1.47 2.75
H 1.85 0.73 2.71
O 2.82 2.89 -0.67
H 3.68 2.84 -0.25
H 1.57 2.73 0.97
C -0.51 -0.17 -0.24
C -1.44 -0.77 0.81
H -1.59 -1.84 0.64
H -1.01 -0.62 1.80
H 0.48 -0.63 -0.16
H -0.92 -0.39 -1.25
H -1.58 2.96 0.00
H -2.13 1.72 -1.16
H -2.23 1.54 1.89
H -7.06 -1.19 -2.08
H -5.98 0.21 -2.25
H -5.31 -1.42 -2.09
*
```

- Total energy: -1051.615753 Eh
- Orbital gap: 8.75 eV
- Relative energy (zero: lowest compared OMol25 entry of this formula, charge and spin): 157.28 kJ/mol
- SMILES: CCOC(=O)N1CCN(C[C@H](O)c2c[nH]c3ccccc23)CC1
- E_HOMO: -8.061 eV


Record 10
The following is a DFT calculation (ωB97M-V/def2-TZVPD) of a structure of composition C48H38BrKN3O2P3S2.

```
! RIJCOSX wB97M-V def2-TZVPD def2/J DEFGRID3
* xyz -2 1
K 0.73 1.63 0.41
S 1.33 0.86 3.39
P 0.24 -0.64 2.69
C 0.28 -0.81 1.01
P -0.95 -1.74 0.28
S -1.98 -0.88 -1.20
C -2.19 -2.68 1.28
C -1.78 -3.78 2.04
C -2.71 -4.54 2.73
C -4.06 -4.21 2.69
C -4.46 -3.10 1.96
C -3.54 -2.34 1.26
C -0.12 -3.18 -0.55
C -0.57 -4.49 -0.63
C 0.19 -5.45 -1.29
C 1.38 -5.11 -1.90
C 1.83 -3.80 -1.85
C 1.08 -2.85 -1.17
C 0.94 -2.07 3.66
C 1.49 -3.14 2.95
C 2.13 -4.18 3.60
C 2.23 -4.17 4.98
C 1.72 -3.10 5.70
C 1.09 -2.05 5.05
C -1.42 -0.40 3.49
C -2.01 -1.14 4.51
C -3.26 -0.79 5.00
C -3.94 0.30 4.48
C -3.37 1.04 3.46
C -2.13 0.69 2.97
H -0.73 -4.04 2.09
H -2.38 -5.41 3.30
H -4.78 -4.80 3.23
H -5.51 -2.82 1.94
H -3.84 -1.49 0.66
H -1.52 -4.77 -0.18
H -0.17 -6.48 -1.33
H 1.97 -5.87 -2.41
H 2.76 -3.51 -2.33
H 1.44 -1.82 -1.09
H 1.41 -3.12 1.86
H 2.54 -5.01 3.03
H 2.73 -4.99 5.50
H 1.81 -3.08 6.78
H 0.72 -1.20 5.60
H -1.49 -1.99 4.93
H -3.71 -1.39 5.78
H -4.93 0.55 4.86
H -3.90 1.89 3.04
H -1.68 1.25 2.16
N -1.88 2.16 -2.84
P -0.26 1.61 -2.48
C 0.74 3.08 -2.93
C 2.07 2.81 -3.27
C 2.94 3.83 -3.60
C 2.50 5.15 -3.59
C 1.19 5.43 -3.24
C 0.31 4.40 -2.92
C -0.03 0.77 -4.12
C -0.04 1.49 -5.32
C 0.15 0.84 -6.53
C 0.34 -0.53 -6.56
C 0.33 -1.26 -5.38
C 0.14 -0.61 -4.17
C -2.46 2.71 -1.71
C -3.81 3.01 -1.54
C -4.20 3.58 -0.34
C -3.24 3.86 0.63
C -1.92 3.54 0.36
N -1.55 2.97 -0.77
H -2.45 1.53 -3.38
H 2.41 1.78 -3.28
H 3.97 3.61 -3.85
H 3.19 5.96 -3.81
H 0.85 6.46 -3.19
H -0.71 4.63 -2.64
H -0.19 2.56 -5.29
H 0.15 1.41 -7.46
H 0.50 -1.04 -7.51
H 0.47 -2.33 -5.40
H 0.12 -1.17 -3.24
H -4.53 2.79 -2.32
H -5.24 3.81 -0.16
H -3.52 4.29 1.58
H -1.12 3.75 1.07
Br 4.05 -0.41 -1.19
C 4.36 1.31 -0.43
C 5.63 1.61 0.01
C 5.83 2.90 0.48
C 4.78 3.79 0.48
C 3.52 3.36 0.04
N 3.33 2.12 -0.40
C 2.34 4.36 0.05
O 2.68 5.55 -0.09
O 1.21 3.86 0.24
H 6.42 0.88 -0.03
H 6.81 3.20 0.85
H 4.87 4.82 0.79
*
```

- Total energy: -7161.230447 Eh
- Orbital gap: 5.47 eV
- Relative energy (zero: lowest compared OMol25 entry of this formula, charge and spin): 42.26 kJ/mol
- E_HOMO: -1.404 eV


Record 11
The following is a DFT calculation (ωB97M-V/def2-TZVPD) of the molecule C4H7ClO3S.

```
! RIJCOSX wB97M-V def2-TZVPD def2/J DEFGRID3
* xyz 0 1
C -1.41 2.36 0.80
C -0.42 1.55 0.56
C 1.40 -1.45 0.12
C -0.43 0.10 -0.19
O 2.19 1.38 0.06
O 1.50 1.38 2.45
O 0.41 -0.61 0.69
S 1.28 1.75 1.10
Cl 1.34 3.80 1.10
H -1.28 3.29 1.33
H -2.41 2.14 0.44
H 2.02 -1.77 0.96
H 2.02 -0.91 -0.59
H 0.95 -2.33 -0.35
H -1.43 -0.32 -0.23
H 0.01 0.23 -1.19
*
```

- Total energy: -1240.634616 Eh
- Orbital gap: 10.98 eV
- Relative energy (zero: lowest compared OMol25 entry of this formula, charge and spin): 211.91 kJ/mol
- SMILES: C=C(COC)S(=O)(=O)Cl
- E_HOMO: -10.438 eV


The calculation returns the following F_max values, one per record and in order: 5.7, 1.4, 4.2, 18.9, 1.9, 2.5, 2.0, 3.4, 0.6, 2.5, 3.3 eV Å⁻¹.